90
Properties=species:S:1:pos:R:3 method="wB97M-V/def2-TZVPD" gap_ev=6.0 spin_multiplicity=1 energy_ev=-77754.9242 homo_ev=-6.16 fmax_ev_per_a=0.147 lumo_energy_ha=-0.006 e_above_lowest_kj_mol=96.8
Cd -0.23858 1.36059 0.07809
O -7.32109 2.65235 -1.04417
C -6.57647 3.40470 -0.10457
C -5.11421 3.09347 -0.25149
C -4.17656 3.79246 0.49139
C -2.84244 3.45280 0.37372
N -2.40519 2.48619 -0.43239
C -3.30245 1.82814 -1.17426
C -4.66255 2.09792 -1.10361
C -2.77542 0.76214 -2.07669
C -3.52320 0.24506 -3.12580
C -2.98430 -0.76543 -3.91131
C -3.77686 -1.33239 -5.06251
O -4.21554 -0.32810 -5.96498
C -1.70744 -1.21653 -3.61519
C -1.02035 -0.63846 -2.55781
N -1.54087 0.33116 -1.81577
H -8.25583 2.83207 -0.91380
H -6.87888 3.16392 0.92062
H -6.72470 4.47991 -0.25101
H -4.46780 4.57992 1.17525
H -2.08882 3.97085 0.95085
H -5.37609 1.53211 -1.68232
H -4.50711 0.63159 -3.35422
H -4.68638 -1.80343 -4.68911
H -3.18982 -2.10175 -5.57297
H -3.44477 0.14095 -6.30074
H -1.24875 -2.00919 -4.19383
H -0.02918 -0.96547 -2.26580
N 2.61033 1.78178 -3.44465
C 2.07186 2.15008 -2.26573
O 1.11406 1.51354 -1.81717
C 2.67267 3.33333 -1.57332
C 1.58280 4.33802 -1.20058
H 2.19653 1.01610 -3.94961
H 3.35614 2.30613 -3.86260
H 3.45826 3.76177 -2.20323
H 3.16935 2.95028 -0.67120
H 0.74116 4.29623 -1.89531
H 1.98286 5.35138 -1.20138
C -0.56887 -0.30492 1.42701
Si 0.80247 -1.41639 1.92758
C 1.33316 -2.60111 0.53822
N 1.54368 -2.07725 -0.80958
C 2.69453 -1.18873 -0.93778
C 4.03949 -1.90086 -1.10026
C 3.96407 -2.97154 -2.21190
C 2.59507 -2.97060 -2.88859
C 1.51296 -3.13812 -1.82953
C 2.24388 -0.46010 2.66648
C 1.96117 0.66028 3.45414
C 2.97179 1.37207 4.08498
C 4.29496 0.97727 3.93897
C 4.59880 -0.13423 3.16609
C 3.57994 -0.84296 2.54185
C 0.25195 -2.62074 3.27822
C 1.03504 -2.91623 4.39522
C 0.60768 -3.82259 5.35839
C -0.61923 -4.45434 5.22225
C -1.41747 -4.17461 4.12049
C -0.98281 -3.26788 3.16493
H -1.02205 0.13863 2.31712
H -1.34369 -0.89280 0.92030
H 0.48747 -3.29848 0.49269
H 2.18273 -3.22102 0.88512
H 2.71063 -0.52482 -0.07180
H 2.53814 -0.54072 -1.80302
H 4.34783 -2.36041 -0.16010
H 4.79722 -1.14848 -1.33324
H 4.11369 -3.96325 -1.77683
H 4.76059 -2.83465 -2.94511
H 2.52221 -3.79053 -3.60602
H 2.43939 -2.04693 -3.45569
H 1.66721 -4.11476 -1.35071
H 0.51896 -3.17843 -2.29399
H 0.93158 0.98532 3.57792
H 2.72657 2.23605 4.69081
H 5.08542 1.53236 4.42875
H 5.62819 -0.45231 3.05226
H 3.83657 -1.71866 1.95658
H 1.99302 -2.42359 4.52295
H 1.23224 -4.03117 6.21858
H -0.95624 -5.15777 5.97365
H -2.38032 -4.65894 4.01133
H -1.62649 -3.05000 2.31747
I -1.67379 2.80808 3.79898
C 0.20704 3.70076 3.25293
I 0.83052 3.97895 0.96130
H 0.95742 3.10860 3.77417
H 0.17131 4.69635 3.69564



93
Properties=species:S:1:pos:R:3 method="wB97M-V/def2-TZVPD" gap_ev=6.2 spin_multiplicity=1 energy_ev=-99188.2582 homo_ev=-6.99 fmax_ev_per_a=1.477 lumo_energy_ha=-0.028 e_above_lowest_kj_mol=0.0
K -0.25956 0.69610 -0.32504
C -0.96372 -6.95844 0.70413
C -0.34196 -5.59553 0.57961
C 0.86661 -5.16443 0.98979
C 1.31343 -3.80652 0.84206
C 2.57073 -3.52194 1.37607
N 3.15503 -2.39327 1.80847
C 2.39690 -1.27872 2.39959
C 3.16910 0.04419 2.27361
C 3.15805 0.52922 0.82102
N 4.32704 1.32844 0.51476
C 4.86384 1.67047 -0.65199
C 4.38113 1.58049 -1.93996
C 5.38217 1.68485 -2.99500
C 5.02081 1.64675 -4.30349
C 5.95437 1.66353 -5.48929
C 3.62940 1.39460 -4.61721
C 2.66319 1.23542 -3.68805
C 1.31365 0.91317 -4.16457
N 0.38578 0.31544 -3.54690
C -0.76858 -0.01409 -4.39857
C -2.09349 0.08574 -3.69848
C -2.60797 -1.09249 -2.83691
N -1.71070 -1.49321 -1.75648
C -1.71292 -2.69118 -1.38763
C -0.80730 -3.36494 -0.41672
C -1.14120 -4.64676 -0.14735
C 0.46857 -2.83061 0.09567
O 0.81805 -1.66653 -0.11831
C 2.98142 1.43538 -2.27656
O 2.05846 1.64346 -1.49035
H -0.34167 -7.67514 1.21004
H -1.17218 -7.34116 -0.31112
H -1.94514 -6.89019 1.19429
H 1.52715 -5.83380 1.52125
H 3.12883 -4.41210 1.59070
H 4.10647 -2.48674 2.15478
H 2.25553 -1.48917 3.44667
H 1.41774 -1.25846 1.94316
H 4.20832 -0.08419 2.65287
H 2.71934 0.80460 2.90916
H 2.24367 1.04995 0.64179
H 3.13446 -0.35252 0.17215
H 4.91739 1.55145 1.30999
H 5.84407 2.11169 -0.54464
H 6.43606 1.76917 -2.69858
H 6.99434 1.71471 -5.14286
H 5.75564 2.57845 -6.05657
H 5.81223 0.77519 -6.17882
H 3.36162 1.25578 -5.65975
H 1.19165 1.27459 -5.20973
H -0.63116 -1.06418 -4.70089
H -0.75425 0.57723 -5.35344
H -2.84348 0.26005 -4.44753
H -2.13895 1.04179 -3.17193
H -2.85656 -1.93842 -3.47849
H -3.53729 -0.80555 -2.38589
H -2.38316 -3.41084 -1.87867
H -2.07425 -5.04439 -0.55471
Cl -0.08636 2.69714 7.57813
C -0.11464 1.96693 5.98699
C -0.21349 0.56534 5.86709
C -0.30914 0.00033 4.63973
C -0.28697 0.77939 3.42757
O -0.47120 0.23665 2.29936
C -0.05758 2.19226 3.57314
C -0.04251 3.16716 2.49278
O -0.04598 3.00452 1.26577
C -0.02929 2.75876 4.88478
H -0.22568 -0.03868 6.77564
H -0.40925 -1.07123 4.51841
H -0.01935 4.22679 2.85573
H 0.18731 3.80757 5.02927
C -5.50614 0.24033 2.09293
C -5.12584 1.38062 1.15970
C -5.17945 2.68859 1.93230
C -6.09173 1.47255 0.02533
N -3.81707 0.93676 0.57504
N -3.08396 1.88587 -0.22163
H -6.46499 0.42476 2.55375
H -4.79587 0.10359 2.90609
H -5.54150 -0.64084 1.45578
H -6.16181 2.76632 2.39029
H -5.08996 3.51612 1.22853
H -4.38239 2.83549 2.68758
H -7.10653 1.70821 0.39218
H -6.09215 0.52695 -0.53061
H -5.77496 2.29567 -0.62878
H -3.16379 0.61448 1.27370
H -3.05076 2.78849 0.24263
H -3.54872 2.01071 -1.09887
I -0.25110 4.44174 -1.18145
I -0.49389 5.68424 -3.57809